(1)
{
  "formula": "C17H15F2NO3",
  "method": "ωB97M-V/def2-TZVPD",
  "smiles": "O=C(CCC(=O)c1ccccc1)Nc1ccccc1OC(F)F",
  "homo_energy_ev": -8.6,
  "e_above_lowest_kcal_mol": 0.0,
  "lumo_ev": -0.190,
  "orbital_gap_ev": 8.375,
  "charge": 0,
  "symbols": ["C", "H", "C", "O", "H", "C", "C", "C", "C", "H", "H", "O", "C", "C", "C", "H", "H", "N", "H", "C", "C", "H", "H", "H", "F", "C", "C", "H", "H", "H", "C", "F", "O", "C", "H", "C", "H", "C"],
  "xyz": [[-1.14, -2.17, -0.74], [5.64, -2.02, -4.33], [-1.58, -1.01, 0.14], [1.55, -2.17, 0.09], [-0.80, 3.23, 4.59], [3.57, -1.52, -4.16], [4.77, -2.01, -3.69], [-0.65, 0.45, 1.90], [-0.75, 2.46, 3.84], [-0.82, -3.00, -0.11], [3.81, -2.81, -0.55], [-1.78, 1.85, 0.34], [-1.28, 1.68, 1.63], [2.45, -1.50, -3.35], [1.38, -1.99, -1.10], [5.81, -2.85, -2.01], [0.24, -1.18, 1.02], [-0.59, -0.58, 0.97], [-0.06, -2.42, -2.60], [-2.85, 2.61, 0.14], [2.53, -1.97, -2.04], [0.40, 1.12, 5.05], [-3.27, 2.39, -0.86], [-2.01, -2.49, -1.32], [-3.82, 2.46, 1.07], [-0.08, 1.27, 4.10], [3.76, -2.45, -1.56], [0.48, -0.65, 3.34], [3.50, -1.15, -5.17], [1.52, -1.10, -3.73], [-0.03, 0.28, 3.14], [-2.56, 3.95, 0.16], [-2.69, -0.54, 0.08], [4.87, -2.47, -2.38], [-1.84, 3.60, 2.40], [-1.34, 2.66, 2.60], [-0.09, -0.76, -2.01], [0.01, -1.81, -1.70]],
  "lowdin_charge": [-0.08, 0.11, -0.46, 0.07, 0.10, -0.07, -0.07, -0.15, -0.08, 0.13, 0.12, 0.06, -0.15, -0.03, -0.33, 0.11, 0.11, 0.15, 0.13, -0.47, -0.15, 0.10, 0.18, 0.12, 0.11, -0.09, -0.01, 0.12, 0.11, 0.11, -0.01, 0.06, 0.09, -0.07, 0.12, 0.00, 0.14, -0.10]
}

(2)
{
  "formula": "C5H8O",
  "method": "ωB97M-V/def2-TZVPD",
  "homo_energy_ev": [-7.3, -10.0],
  "multiplicity": 3,
  "e_above_lowest_kcal_mol": 52.6,
  "lumo_ev": [1.074, -1.991],
  "orbital_gap_ev": [8.401, 8.054],
  "charge": 0,
  "symbols": ["H", "C", "C", "H", "H", "H", "C", "H", "H", "C", "H", "H", "O", "C"],
  "xyz": [[0.03, -1.76, -0.61], [2.15, 2.63, 0.92], [-2.17, -2.01, -0.41], [-3.01, -1.47, -0.43], [1.47, 3.32, 0.80], [2.57, 0.55, 0.95], [-0.93, -1.18, -0.66], [1.01, 0.89, 0.41], [-2.20, -2.94, -0.98], [-0.88, 0.27, -0.56], [3.12, 3.13, 1.07], [-2.14, -2.51, 0.53], [-0.93, -0.29, -1.75], [1.91, 1.37, 0.73]],
  "lowdin_charge": [0.15, -0.05, -0.03, 0.04, -0.02, 0.05, -0.33, -0.02, 0.09, 0.04, 0.07, 0.07, 0.00, -0.06]
}

(3)
{
  "formula": "C12H11BrClF16O3S",
  "method": "ωB97M-V/def2-TZVPD",
  "homo_energy_ev": -13.6,
  "lumo_ev": -7.135,
  "orbital_gap_ev": 6.481,
  "charge": 1,
  "symbols": ["C", "C", "C", "F", "H", "C", "Cl", "H", "C", "F", "C", "H", "F", "H", "O", "F", "C", "O", "F", "F", "F", "F", "C", "F", "F", "H", "F", "C", "H", "F", "Br", "H", "F", "H", "S", "H", "H", "O", "C", "C", "F", "F", "F", "H", "C"],
  "xyz": [[0.70, 1.88, 1.26], [3.53, -0.88, -3.36], [-3.74, -2.61, -0.22], [0.30, -0.05, 2.58], [-0.50, -3.43, 2.58], [-0.23, 4.64, 3.71], [2.49, -0.30, -1.91], [3.19, -2.30, -5.24], [-2.98, -2.03, 0.98], [-4.37, -1.64, -0.93], [2.87, -1.22, -4.85], [-0.53, -1.83, 1.92], [-0.81, -4.50, 0.00], [0.90, -1.66, -0.24], [4.88, -1.03, -3.30], [-3.87, -1.49, 1.86], [-0.10, -3.45, 0.49], [0.23, 4.36, 1.30], [-0.86, -1.87, -1.14], [-2.14, -1.02, 0.63], [-1.77, 3.69, 2.12], [0.88, -3.06, -1.64], [0.24, -2.45, -0.61], [-1.32, 5.80, 1.96], [-1.23, 4.81, 4.61], [0.49, 5.45, 3.83], [-0.92, 1.69, 3.01], [-0.78, 4.60, 2.28], [1.71, -1.11, -4.86], [1.72, 2.26, 2.07], [4.80, -1.24, -7.63], [-0.91, 2.97, 0.21], [0.40, 3.48, 4.04], [-1.09, 0.64, 1.33], [3.74, 0.00, -6.04], [2.70, 0.77, -6.66], [-4.48, -3.34, 0.10], [-2.26, -3.01, 1.71], [0.11, 3.13, 0.58], [-0.83, -2.86, 1.70], [1.08, -3.99, 0.95], [-2.89, -3.23, -1.09], [1.26, 1.12, 0.27], [0.70, 3.29, -0.33], [-0.32, 1.02, 2.00]],
  "lowdin_charge": [-0.42, -0.58, -0.26, 0.08, 0.16, -0.26, 0.71, 0.13, -0.47, 0.10, -0.34, 0.12, 0.13, 0.12, -0.06, 0.15, -0.42, 0.04, 0.08, 0.10, 0.12, 0.06, -0.32, 0.14, 0.10, 0.18, 0.10, -0.47, 0.13, 0.13, 0.46, 0.15, 0.09, 0.16, 0.64, 0.03, 0.18, 0.04, -0.05, -0.05, 0.11, 0.09, 0.03, 0.15, -0.29]
}

(4)
{
  "formula": "C2H5S",
  "method": "ωB97M-V/def2-TZVPD",
  "homo_energy_ev": -2.3,
  "e_above_lowest_kcal_mol": 24.1,
  "lumo_ev": 3.913,
  "orbital_gap_ev": 6.209,
  "charge": -1,
  "symbols": ["H", "C", "H", "H", "H", "H", "S", "C"],
  "xyz": [[1.56, -1.92, 0.22], [1.31, -1.01, -0.31], [-0.21, 0.14, -1.22], [2.18, -0.59, -0.80], [-1.86, 3.23, 2.05], [-0.73, -1.46, -0.49], [-2.31, 2.30, 1.14], [0.05, -0.70, -0.58]],
  "lowdin_charge": [0.03, -0.11, 0.04, 0.03, -0.49, 0.05, -0.47, -0.08]
}

(5)
{
  "formula": "C32H29ClN6O3SSr",
  "method": "ωB97M-V/def2-TZVPD",
  "homo_energy_ev": -0.1,
  "e_above_lowest_kcal_mol": 42.3,
  "lumo_ev": 4.037,
  "orbital_gap_ev": 4.185,
  "charge": -2,
  "symbols": ["O", "H", "H", "C", "H", "C", "C", "C", "N", "H", "C", "O", "C", "H", "C", "N", "C", "C", "C", "S", "H", "H", "H", "H", "O", "H", "C", "C", "Cl", "H", "H", "C", "H", "H", "Sr", "C", "H", "H", "C", "C", "C", "H", "N", "N", "C", "H", "N", "C", "C", "H", "H", "C", "C", "C", "C", "H", "C", "N", "H", "H", "C", "C", "C", "C", "H", "C", "H", "H", "H", "C", "C", "H", "H"],
  "xyz": [[11.04, 9.57, 10.28], [16.81, 12.01, 4.98], [15.47, 13.26, 5.35], [14.74, 16.71, 11.63], [6.14, 15.50, 5.92], [15.33, 15.62, 11.00], [14.59, 14.65, 10.32], [12.54, 16.22, 7.87], [9.05, 14.04, 7.89], [13.76, 8.63, 5.53], [12.48, 17.59, 7.95], [10.15, 12.18, 10.80], [13.22, 14.70, 10.29], [13.45, 15.63, 7.98], [6.50, 11.59, 10.57], [11.42, 15.44, 7.98], [6.91, 15.05, 6.49], [12.74, 15.72, 11.05], [8.33, 15.81, 11.18], [13.08, 13.06, 6.16], [8.85, 14.92, 10.68], [15.43, 17.52, 11.95], [12.73, 8.49, 6.88], [10.87, 10.26, 11.00], [10.79, 10.59, 8.20], [10.07, 8.89, 8.75], [10.12, 17.50, 8.09], [7.91, 15.92, 6.90], [4.83, 10.02, 9.06], [5.24, 17.06, 12.08], [6.95, 18.81, 13.33], [13.49, 9.13, 6.52], [13.39, 18.18, 7.88], [14.29, 9.00, 7.25], [11.63, 12.78, 8.81], [6.97, 16.05, 11.34], [7.79, 9.29, 8.50], [7.83, 12.88, 11.69], [7.28, 17.97, 12.69], [13.36, 16.78, 11.72], [11.29, 18.24, 8.02], [9.13, 17.96, 8.19], [14.81, 11.20, 5.34], [10.67, 16.78, 11.61], [15.69, 12.32, 4.74], [8.02, 12.29, 7.99], [11.25, 15.81, 11.13], [10.21, 16.09, 8.00], [9.22, 16.75, 11.63], [9.40, 18.47, 12.87], [12.68, 17.53, 12.17], [6.39, 17.08, 12.02], [8.99, 15.32, 7.55], [8.89, 10.41, 9.73], [7.99, 13.30, 7.58], [12.09, 10.59, 6.94], [10.21, 9.88, 9.14], [13.02, 10.47, 6.46], [16.35, 15.45, 11.21], [6.09, 13.10, 6.72], [7.63, 10.00, 9.23], [7.71, 12.11, 10.98], [8.97, 11.56, 10.54], [8.65, 17.80, 12.41], [15.14, 13.99, 9.64], [6.41, 10.62, 9.59], [6.31, 15.32, 10.90], [7.91, 16.99, 6.71], [15.17, 10.22, 5.31], [6.94, 13.77, 6.91], [13.70, 11.46, 5.95], [5.64, 11.94, 11.14], [11.25, 19.33, 8.21]],
  "lowdin_charge": [-0.07, -0.07, -0.10, -0.14, 0.09, -0.13, -0.17, -0.13, 0.12, 0.10, -0.08, -0.29, -0.18, 0.10, -0.17, 0.06, -0.08, -0.33, -0.04, 0.48, 0.12, 0.09, 0.06, 0.09, -0.35, 0.11, -0.04, 0.00, 0.54, 0.12, 0.09, -0.12, 0.11, 0.08, 1.28, -0.13, 0.08, 0.08, -0.10, -0.06, -0.09, 0.11, -0.11, 0.03, -0.26, 0.11, 0.09, -0.20, -0.25, 0.10, 0.09, -0.12, -0.22, -0.10, -0.11, 0.07, -0.60, -0.10, 0.07, 0.12, -0.06, -0.04, -0.37, -0.05, 0.08, -0.69, 0.10, 0.10, 0.11, -0.08, -0.92, 0.09, 0.11]
}